# 1
Entry from the Open Molecules 2025 dataset: a molecular structure, C36H33BaCl2N7O5SSeSi in a non-equilibrium geometry (ωB97M-V/def2-TZVPD).

Geometry (Å):
Ba -0.42457 -0.63095 0.24323
Cl -2.54744 -6.46348 4.37559
C -2.03768 -5.49033 3.02246
C -1.42333 -4.27370 3.27272
C -0.98390 -3.45261 2.23372
N -0.20299 -2.31759 2.44314
C 0.30269 -2.01547 3.63406
O 0.04387 -2.37777 4.78445
C 1.60992 -1.25133 3.40387
C 2.74513 -2.02387 3.64296
C 3.95506 -1.73899 3.05005
C 4.01500 -0.64181 2.19862
C 2.92375 0.17749 2.10115
N 1.74545 -0.08521 2.73708
C -1.24387 -3.86205 0.88085
C -1.83499 -5.10895 0.66616
C -2.22565 -5.91380 1.72582
Cl -2.96373 -7.45239 1.38207
N -0.76151 -3.08080 -0.17250
C -1.12822 -3.29692 -1.43779
O -1.96098 -4.07833 -1.92226
C -0.33979 -2.47837 -2.48208
C -0.31661 -2.94988 -3.79129
C 0.43818 -2.27228 -4.73380
C 1.13038 -1.13151 -4.35851
C 1.01680 -0.70522 -3.04465
N 0.30825 -1.36805 -2.14116
H -1.26162 -3.96038 4.28957
H 2.59791 -2.91193 4.24195
H 4.81147 -2.38137 3.19790
H 4.90117 -0.39162 1.63440
H 2.90783 1.08545 1.52054
H -2.02022 -5.43163 -0.34272
H -0.88901 -3.83508 -4.02509
H 0.49049 -2.63271 -5.75426
H 1.74444 -0.57219 -5.05150
H 1.53437 0.17865 -2.69675
Se 2.62126 2.68410 4.14610
N 0.78907 0.86811 2.58361
C -0.15013 1.08898 3.60936
C -1.39576 0.45214 3.60030
C -2.42024 0.77876 4.46719
C -2.27251 1.82838 5.36628
C -1.09830 2.54204 5.36041
C -0.01632 2.19024 4.52650
N 1.00603 3.09378 4.58218
H -1.54572 -0.36553 2.91338
H -3.34444 0.21751 4.42456
H -3.08136 2.09777 6.03329
H -0.95613 3.40445 5.99753
C -4.20938 0.67009 -1.62940
Si -3.50533 0.38242 0.15613
C -4.83660 -0.84411 0.83845
C -4.11381 2.02439 0.99891
H -5.25988 0.97722 -1.59443
H -4.14628 -0.23897 -2.23187
H -3.65088 1.44385 -2.16194
H -5.85155 -0.48088 0.64719
H -4.73225 -0.98638 1.91746
H -4.73814 -1.83213 0.38462
H -5.18703 2.16755 0.83851
H -3.59701 2.89428 0.58588
H -3.92975 2.03133 2.07685
C 0.44244 3.83301 0.84860
C 1.10106 2.76741 0.00965
N 2.43894 2.84589 -0.10710
O 0.44863 1.86971 -0.51868
H 0.75384 4.83342 0.54830
H 0.72368 3.67996 1.88957
H -0.63600 3.73275 0.75503
H 2.92653 3.63615 0.27829
H 2.97315 2.18756 -0.70264
O 1.14589 3.98688 -7.44072
C 2.38193 3.41904 -7.34999
O 3.07434 3.40334 -8.34137
C 2.77627 2.86301 -6.05133
C 2.00847 2.94649 -4.87827
C 2.44961 2.40051 -3.69464
C 3.68542 1.72415 -3.60643
S 4.24788 0.98080 -2.16267
C 4.44679 1.65123 -4.79061
C 4.01154 2.20184 -5.96863
H 0.68663 3.89091 -6.59906
H 1.04251 3.44433 -4.85126
H 1.82259 2.48113 -2.81542
H 5.39941 1.13828 -4.75242
H 4.61484 2.12982 -6.86323

Output
Kohn-Sham gap in Ha: 0.143
E_LUMO in hartree: 0.0787
Calculated total energy in Eh: -6186.26903
Total charge: -2
HOMO level in eV: -1.7
Energy above the lowest of the compared OMol25 structures with the same formula, charge and spin in kJ/mol: 368.33
F_max in hartree/bohr: 0.04182
2S+1: 1
M in Da: 991.051

Partial atomic charges computed with the Mulliken method, in multiples of e:
1 Ba 1.907
2 Cl -0.270
3 C -0.090
4 C -0.538
5 C -0.660
6 N 0.256
7 C 0.133
8 O -0.792
9 C 0.926
10 C -1.207
11 C -0.578
12 C -0.769
13 C -0.197
14 N 0.850
15 C 0.137
16 C -0.685
17 C 0.181
18 Cl -0.271
19 N -0.373
20 C 0.311
21 O -0.799
22 C 0.131
23 C -0.492
24 C -0.474
25 C -0.436
26 C -0.207
27 N 0.048
28 H 0.726
29 H 0.498
30 H 0.393
31 H 0.509
32 H 0.408
33 H 0.671
34 H 0.486
35 H 0.405
36 H 0.457
37 H 0.242
38 Se -0.019
39 N -0.115
40 C 0.060
41 C 0.195
42 C -0.996
43 C -0.723
44 C -0.291
45 C 0.158
46 N -0.691
47 H 0.112
48 H 0.461
49 H 0.355
50 H 0.451
51 C -1.377
52 Si 0.389
53 C -1.279
54 C -1.295
55 H 0.321
56 H 0.302
57 H 0.284
58 H 0.330
59 H 0.283
60 H 0.313
61 H 0.358
62 H 0.313
63 H 0.238
64 C -1.207
65 C 0.996
66 N -0.088
67 O -0.468
68 H 0.455
69 H 0.190
70 H 0.162
71 H 0.140
72 H -0.236
73 O -0.524
74 C 0.551
75 O -0.626
76 C 0.948
77 C -0.853
78 C -0.707
79 C 0.594
80 S -0.475
81 C -0.572
82 C -0.605
83 H 0.286
84 H 0.154
85 H 0.139
86 H 0.369
87 H 0.410

***

# 2
Entry from the Open Molecules 2025 dataset: a molecular structure, C36H34BrN6O4ReS2 (ωB97M-V/def2-TZVPD).

Geometry (Å):
Re -2.18546 0.13003 -0.56776
N -4.90101 0.58291 2.86217
C -4.05084 0.23569 1.88026
S -3.99368 1.30557 0.49637
N -3.36298 -0.86568 2.07795
N -2.52548 -1.17079 1.04150
C -1.84110 -2.26763 1.10575
C -1.85346 -3.18153 2.26613
C -1.31019 -2.75155 3.47311
C -1.28359 -3.61003 4.55850
C -1.81087 -4.89058 4.44816
C -2.36518 -5.31546 3.25029
C -2.38337 -4.46258 2.15564
C -0.99946 -2.54253 -0.07749
C -0.38011 -3.75788 -0.31296
C 0.30509 -3.93962 -1.50325
C 0.38957 -2.89687 -2.41094
C -0.21839 -1.69241 -2.10432
N -0.90220 -1.53145 -0.96712
H -5.55464 1.33196 2.72750
H -5.04005 -0.06182 3.62227
H -0.90768 -1.74965 3.55250
H -0.85408 -3.28020 5.49524
H -1.79761 -5.55544 5.30159
H -2.78770 -6.30759 3.16662
H -2.82980 -4.78816 1.22367
H -0.44278 -4.54215 0.42593
H 0.77424 -4.89099 -1.71684
H 0.91978 -3.00363 -3.34655
H -0.15943 -0.82098 -2.74468
C -3.76607 -0.44589 -3.10101
O -3.37128 -0.73407 -1.77851
H -3.09298 -0.93881 -3.80998
H -3.75786 0.62852 -3.29529
H -4.77458 -0.83434 -3.24620
C -1.36976 4.06467 2.21849
N -0.20108 3.30997 1.73728
C 1.11586 3.80615 2.13783
C -0.46023 2.18645 1.14630
N -0.98039 1.23309 0.72814
H -1.38838 4.05545 3.30908
H -2.28030 3.61233 1.83234
H -1.29277 5.09149 1.86345
H 1.24651 3.66310 3.21210
H 1.15249 4.87095 1.91308
H 1.89084 3.28915 1.58711
Br 1.98188 5.76395 -4.85507
C 0.40435 5.10874 -4.04735
C -0.67301 5.96293 -3.86009
C -1.82804 5.47978 -3.26266
C -1.90468 4.15860 -2.85017
C -0.82017 3.31354 -3.05075
C 0.34212 3.78547 -3.65309
C -0.84286 1.88551 -2.62075
O 0.06134 1.11007 -2.87486
O -1.91229 1.53061 -1.94003
H -0.60587 6.99378 -4.17899
H -2.67154 6.14228 -3.12176
H -2.80196 3.77760 -2.38241
H 1.17611 3.11489 -3.80276
O 2.16058 1.75978 0.27282
S 2.08954 0.44160 -0.42677
C 3.65325 0.20020 -1.24957
C 4.77837 0.85024 -0.76723
C 5.99269 0.63545 -1.40016
C 6.06995 -0.21739 -2.49424
C 4.93077 -0.84431 -2.97800
C 3.70725 -0.62724 -2.35951
C 2.29329 -0.79534 0.87234
C 2.10259 -0.38505 2.18247
C 2.16199 -1.32273 3.20551
C 2.39959 -2.65869 2.91690
C 2.59353 -3.05707 1.60022
C 2.53880 -2.12694 0.57398
H 4.68855 1.51690 0.08020
H 6.88079 1.13818 -1.04102
H 7.02213 -0.38287 -2.98042
H 4.99129 -1.48492 -3.84769
H 2.80119 -1.07212 -2.75449
H 1.93034 0.66238 2.39115
H 2.02960 -1.00454 4.23183
H 2.44467 -3.38740 3.71535
H 2.79928 -4.09542 1.37272
H 2.71706 -2.43761 -0.44910

Output
Kohn-Sham gap (spin up / spin down) in Ha: 0.269 / 0.262
Expectation value of S²: 3.77
E_LUMO (spin up / spin down) in hartree: -0.1226 / -0.1416
Calculated total energy in Eh: -5470.25067
Total charge: +1
HOMO level (spin up / spin down) in eV: -10.6 / -11.0
Energy above the lowest of the compared OMol25 structures with the same formula, charge and spin in kJ/mol: 9.64
F_max in hartree/bohr: 0.01481
2S+1: 4
M in Da: 944.951

Partial atomic charges computed with the Mulliken method, in multiples of e:
1 Re 1.804
2 N -0.399
3 C 0.760
4 S -0.602
5 N -1.486
6 N 0.750
7 C 0.931
8 C -0.502
9 C -0.101
10 C -0.853
11 C -0.457
12 C -0.799
13 C -0.076
14 C 0.685
15 C -0.537
16 C -1.163
17 C -0.688
18 C -0.395
19 N 0.055
20 H 0.217
21 H 0.241
22 H 0.573
23 H 0.437
24 H 0.427
25 H 0.425
26 H 0.555
27 H 0.674
28 H 0.434
29 H 0.549
30 H 0.500
31 C -0.710
32 O -0.501
33 H 0.261
34 H 0.236
35 H 0.288
36 C -0.957
37 N 0.124
38 C -0.723
39 C 0.635
40 N -0.209
41 H 0.336
42 H 0.225
43 H 0.340
44 H 0.327
45 H 0.385
46 H 0.126
47 Br -0.176
48 C -0.271
49 C -0.341
50 C -0.862
51 C -0.361
52 C 0.603
53 C -0.387
54 C 0.378
55 O -0.717
56 O -0.804
57 H 0.420
58 H 0.419
59 H 0.474
60 H 0.628
61 O -0.776
62 S 1.267
63 C -0.064
64 C -0.398
65 C -0.782
66 C -0.495
67 C -0.743
68 C -0.035
69 C 0.368
70 C -0.318
71 C -0.838
72 C -0.477
73 C -0.719
74 C -0.477
75 H 0.441
76 H 0.418
77 H 0.400
78 H 0.435
79 H 0.411
80 H 0.407
81 H 0.463
82 H 0.437
83 H 0.458
84 H 0.474

***

Which value of M does entry 2 give? 944.951 Da